(1)
The following is a DFT calculation (wB97M-V/def2-TZVPD) of a molecular structure, C16H31AsN3SSeSi2W.

Each line ends with the Mulliken spin population.
Geometry (Å):
W  -0.586  -0.844  -0.770  0.9664
C  3.004  -2.715  -1.896  0.0044
Si  2.607  -2.072  -0.123  -0.0032
C  1.903  -3.419  1.069  0.0027
C  4.021  -1.198  0.954  0.0025
N  1.434  -0.742  -0.471  0.0877
C  1.869  0.566  -0.620  0.2006
C  3.131  0.872  -1.177  -0.0951
C  3.492  2.226  -1.226  0.1661
C  2.569  3.310  -1.059  0.0587
C  1.247  3.017  -0.685  0.0285
C  0.855  1.674  -0.616  0.2303
N  -0.471  1.169  -0.534  0.2665
Si  -1.779  2.409  -0.861  -0.0135
C  -1.393  3.218  -2.539  -0.0007
C  -3.474  1.628  -1.027  0.0049
C  -1.809  3.648  0.577  0.0095
H  3.352  -3.781  -1.802  0.0000
H  3.844  -2.202  -2.393  0.0003
H  1.987  -2.738  -2.353  -0.0010
H  2.359  -4.373  0.695  0.0009
H  0.802  -3.521  1.049  0.0018
H  2.247  -3.189  2.102  0.0006
H  4.425  -1.823  1.712  0.0002
H  3.485  -0.358  1.419  -0.0021
H  4.871  -0.810  0.378  0.0006
H  3.883  0.135  -1.310  -0.0006
H  4.503  2.472  -1.468  0.0086
H  2.905  4.316  -1.084  0.0057
H  0.567  3.857  -0.561  -0.0138
H  -0.906  2.502  -3.227  0.0008
H  -0.771  4.137  -2.465  -0.0013
H  -2.370  3.556  -2.924  -0.0004
H  -3.378  0.696  -1.693  -0.0012
H  -4.124  2.343  -1.473  0.0012
H  -3.970  1.308  -0.126  0.0023
H  -1.630  4.721  0.225  0.0008
H  -1.171  3.381  1.430  0.0004
H  -2.884  3.703  0.932  0.0003
C  -1.013  -1.995  2.887  0.0020
As  -1.922  -1.008  1.483  0.0235
C  -2.162  0.669  2.484  -0.0034
C  -3.665  -1.864  1.163  0.0054
S  -0.883  -0.659  -2.836  -0.0052
H  -1.707  -2.019  3.746  -0.0008
H  -0.153  -1.453  3.288  0.0001
H  -0.783  -2.977  2.533  0.0005
H  -2.852  0.416  3.304  -0.0009
H  -2.585  1.367  1.746  0.0002
H  -1.184  1.016  2.826  0.0011
H  -3.939  -2.269  2.168  0.0011
H  -3.581  -2.626  0.405  -0.0004
H  -4.399  -1.146  0.801  0.0001
Se  -1.550  -5.709  -0.910  0.0759
C  -1.238  -4.007  -0.624  0.0382
N  -1.030  -2.818  -0.519  -0.0581

Values from the calculation:
**Frontier orbital gap (alpha / beta)**: 6.5 / 5.4 eV
**HOMO energy (alpha / beta)**: -0.38977 / -0.40769 hartree
**Net charge**: +1
**E_tot**: -176162.5393 eV
**⟨S²⟩**: 2.0305
**2S+1**: 3

---

(2)
The following is a DFT calculation (wB97M-V/def2-TZVPD) of a molecular structure, C16H31AuI2LuN3O3S2.

Each line ends with the Mulliken spin population.
Geometry (Å):
I  -3.552  4.659  -0.176  0.0128
I  -3.142  6.767  -1.961  0.0076
Lu  -2.262  1.914  -1.142  0.0434
Au  0.086  -0.002  -0.732  -0.0081
S  -4.676  1.398  -1.837  0.9372
S  -0.562  1.542  0.905  0.0121
C  0.819  -1.241  -2.022  0.0035
C  -5.314  -0.314  -1.794  -0.0586
C  0.957  2.637  1.061  -0.0038
C  -6.428  -0.391  -2.838  -0.0027
C  -4.198  -1.290  -2.114  0.0239
C  -5.855  -0.562  -0.391  0.0234
C  0.401  4.043  1.250  0.0002
C  1.894  2.552  -0.133  -0.0042
C  1.674  2.178  2.335  0.0026
C  -1.444  0.897  -3.036  -0.0040
C  -1.217  3.731  -2.396  -0.0065
O  1.518  -1.959  -2.594  0.0000
O  -1.184  0.385  -4.042  0.0042
O  -0.608  4.548  -2.937  0.0004
H  -6.054  -0.144  -3.838  -0.0001
H  -7.217  0.323  -2.587  -0.0003
H  -6.872  -1.390  -2.866  0.0043
H  -3.881  -1.206  -3.157  0.0038
H  -4.539  -2.317  -1.932  0.0009
H  -3.309  -1.121  -1.496  -0.0076
H  -5.094  -0.396  0.382  -0.0069
H  -6.211  -1.594  -0.308  0.0203
H  -6.692  0.110  -0.185  -0.0038
H  1.209  4.724  1.554  0.0000
H  -0.371  4.045  2.028  0.0002
H  -0.043  4.416  0.319  0.0005
H  2.767  3.189  0.075  0.0004
H  1.407  2.910  -1.049  0.0002
H  2.234  1.518  -0.271  0.0067
H  2.497  2.875  2.555  0.0005
H  2.106  1.173  2.191  -0.0018
H  0.984  2.160  3.193  -0.0013
C  1.041  -3.244  2.059  0.0069
N  2.458  -3.106  1.738  -0.0343
C  3.163  -4.317  1.404  0.0043
C  2.953  -1.846  1.526  -0.0579
N  2.175  -0.800  1.593  0.3628
N  4.247  -1.638  1.143  0.6050
C  5.349  -2.546  1.343  0.0023
C  4.569  -0.284  0.734  -0.0098
H  0.814  -4.309  2.113  0.0001
H  0.401  -2.781  1.290  0.0006
H  0.819  -2.774  3.024  -0.0008
H  3.557  -4.291  0.378  -0.0019
H  3.971  -4.527  2.117  -0.0005
H  2.447  -5.141  1.476  0.0004
H  1.273  -1.074  1.986  -0.0125
H  6.265  -1.950  1.269  0.0051
H  5.326  -3.008  2.343  0.0297
H  5.386  -3.325  0.563  0.0412
H  4.019  -0.010  -0.186  0.0194
H  4.283  0.440  1.519  0.0350
H  5.649  -0.235  0.560  0.0055

Values from the calculation:
**Energy relative to the best compared isomer or geometry (same formula, charge and spin)**: 9.4 kcal/mol
**Frontier orbital gap (alpha / beta)**: 6.2 / 4.3 eV
**HOMO energy (alpha / beta)**: -0.72589 / -0.71033 hartree
**Net charge**: +4
**E_tot**: -102850.2211 eV
**⟨S²⟩**: 2.0280
**2S+1**: 3

---

(3)
The following is a DFT calculation (wB97M-V/def2-TZVPD) of a molecular structure, C16H31CoNP2S.

Each line ends with the Mulliken spin population.
Geometry (Å):
P  0.228  -2.018  1.867  0.3060
P  -0.151  2.124  1.954  0.2012
C  -0.038  -0.483  0.287  0.4431
C  0.500  0.891  0.583  -0.0618
H  -1.153  -0.513  0.010  -0.0620
H  0.572  -1.078  -0.366  -0.0541
H  1.582  0.828  0.772  -0.0146
H  0.355  1.548  -0.285  0.0455
C  -1.624  2.871  1.185  0.0385
H  -1.881  3.718  1.831  0.0042
H  -2.467  2.160  1.188  -0.0100
H  -1.403  3.215  0.171  0.0119
C  1.182  3.282  2.184  0.0461
H  1.170  4.073  1.418  0.0034
H  2.147  2.755  2.161  -0.0032
H  1.050  3.722  3.185  0.0090
C  -0.980  -3.230  1.288  -0.0112
H  -1.208  -3.933  2.101  0.0041
H  -0.623  -3.786  0.412  0.0052
H  -1.905  -2.707  1.017  0.0081
C  1.865  -2.512  1.251  0.0179
H  2.547  -1.655  1.249  0.0021
H  1.842  -2.922  0.234  -0.0018
H  2.289  -3.279  1.914  0.0048
Co  -0.980  0.151  1.661  1.9250
C  0.433  1.608  -2.407  0.0176
C  -0.901  1.588  -2.208  -0.0082
C  -1.861  0.861  -3.090  0.0003
C  -1.480  -0.606  -3.409  0.0079
C  -0.666  -1.309  -2.362  -0.0047
C  0.687  -1.341  -2.384  -0.0010
C  1.556  -0.561  -3.310  -0.0036
C  1.145  0.919  -3.542  0.0005
C  0.411  -2.210  3.683  0.0992
H  1.093  2.289  -1.856  -0.0015
H  -1.365  2.286  -1.514  0.0006
H  -1.959  1.403  -4.044  0.0003
H  -2.852  0.886  -2.621  -0.0003
H  -2.422  -1.169  -3.540  -0.0012
H  -0.934  -0.637  -4.365  0.0000
H  -1.242  -1.921  -1.666  -0.0019
H  1.244  -2.066  -1.787  0.0134
H  1.583  -1.067  -4.289  0.0008
H  2.586  -0.587  -2.924  -0.0008
H  2.078  1.478  -3.736  0.0004
H  0.541  0.978  -4.461  0.0000
H  1.067  -1.396  4.025  -0.0060
H  0.838  -3.170  4.012  0.0187
H  -0.563  -2.056  4.169  -0.0030
S  -1.687  0.445  3.764  0.0161
C  -0.504  0.917  4.872  -0.0054
N  0.259  1.214  5.718  0.0045

Values from the calculation:
**Energy relative to the best compared isomer or geometry (same formula, charge and spin)**: 109.6 kcal/mol
**Frontier orbital gap (alpha / beta)**: 5.2 / 7.0 eV
**HOMO energy (alpha / beta)**: -0.17883 / -0.24391 hartree
**E_tot**: -85616.8120 eV
**⟨S²⟩**: 3.7917
**2S+1**: 4

---

(4)
The following is a DFT calculation (wB97M-V/def2-TZVPD) of a molecular structure, C16H31CrF3O3P2S.

Each line ends with the Mulliken spin population.
Geometry (Å):
P  1.478  0.523  -2.331  -0.0017
P  0.536  -2.538  -1.241  0.0093
C  2.247  -1.087  -2.971  0.0016
C  1.324  -2.314  -2.896  -0.0009
H  3.148  -1.239  -2.349  -0.0003
H  2.562  -0.893  -4.013  0.0004
H  0.506  -2.250  -3.637  -0.0001
H  1.881  -3.257  -3.046  0.0000
C  1.887  -3.184  -0.204  0.0015
H  1.478  -3.398  0.793  0.0004
H  2.708  -2.457  -0.110  -0.0005
H  2.238  -4.104  -0.684  0.0003
C  -0.630  -3.866  -1.466  0.0005
H  -0.051  -4.770  -1.698  0.0002
H  -1.311  -3.624  -2.289  -0.0002
H  -1.215  -3.994  -0.547  0.0003
C  2.886  1.595  -2.749  0.0010
H  2.653  2.617  -2.421  -0.0003
H  3.074  1.559  -3.831  -0.0002
H  3.771  1.249  -2.204  0.0002
C  0.299  0.860  -3.723  0.0021
H  -0.512  0.124  -3.743  -0.0002
H  0.833  0.852  -4.677  -0.0002
H  -0.123  1.855  -3.549  -0.0012
Cr  -1.326  2.115  1.607  4.0191
C  -1.560  -1.203  1.222  -0.0795
C  -0.339  -1.103  1.781  0.0587
C  0.936  -0.622  1.153  -0.0010
C  1.352  0.869  1.066  -0.0061
C  0.416  1.793  0.296  0.0031
C  -0.582  1.482  -0.678  0.1500
C  -1.055  0.102  -0.992  -0.1034
C  -2.112  -0.575  -0.063  0.0767
C  -2.812  3.501  1.746  -0.2705
H  -2.343  -1.641  1.858  -0.0123
H  -0.245  -1.325  2.863  0.0056
H  0.871  -0.885  0.075  -0.0129
H  1.760  -1.240  1.566  0.0018
H  1.431  1.208  2.101  -0.0245
H  2.385  0.980  0.646  0.0078
H  0.812  2.827  0.172  0.0687
H  -0.681  2.213  -1.504  -0.0131
H  -0.184  -0.587  -0.877  0.0323
H  -1.330  -0.009  -2.070  0.0052
H  -2.927  0.169  0.083  0.0034
H  -2.619  -1.405  -0.618  0.0076
H  -3.739  3.080  2.155  0.0147
H  -2.967  3.793  0.695  0.0263
H  -2.463  4.331  2.371  0.0178
F  -2.831  1.609  6.198  0.0003
C  -1.866  2.276  5.500  0.0039
F  -2.422  3.364  4.888  0.0008
F  -0.883  2.695  6.344  0.0002
S  -1.170  1.113  4.217  -0.0206
O  -0.118  1.944  3.571  0.0048
O  -0.753  -0.063  4.946  0.0043
O  -2.303  0.938  3.269  0.0188

Values from the calculation:
**Energy relative to the best compared isomer or geometry (same formula, charge and spin)**: 17.6 kcal/mol
**Frontier orbital gap (alpha / beta)**: 7.8 / 7.4 eV
**HOMO energy (alpha / beta)**: -0.27941 / -0.28311 hartree
**E_tot**: -89219.8064 eV
**⟨S²⟩**: 6.0886
**2S+1**: 5